Entry 1:
Below is an isolated molecule of C15H30N2O4S, with properties calculated with ωB97M-V/def2-TZVPD.

Output
Charge: 0
Gap between HOMO and LUMO, eV: 9.678
HOMO, Ha: -0.338
ΔE to the lowest compared entry with this formula, charge and spin, kcal per mole: 1.6
SMILES string: CCCS(=O)(=O)N1CCC(C(=O)NCCCOC(C)C)CC1
DFT total energy, eV: -38047.696

Geometry (Å):
1 O 3.691 -1.379 -0.181
2 H 3.366 -1.129 -2.202
3 H -4.092 -2.110 1.196
4 C -2.327 1.441 1.302
5 H 2.082 -2.215 1.814
6 H 3.976 -4.493 0.921
7 H -2.628 0.747 2.087
8 C -4.747 -2.333 0.359
9 C 4.289 -3.467 0.753
10 C -2.905 -1.632 -1.210
11 O 1.729 3.878 0.363
12 H -0.291 0.897 1.530
13 C 3.087 -0.670 -1.239
14 H -2.977 2.320 1.326
15 C 1.899 -2.682 0.849
16 O -1.949 -1.340 1.274
17 H 1.557 -3.701 1.010
18 H 2.998 -3.161 -0.950
19 C -0.860 1.826 1.466
20 H 5.200 -3.463 0.161
21 H 4.497 -2.994 1.709
22 C 3.586 0.774 -1.195
23 H 1.108 -2.133 0.342
24 N 1.783 1.621 0.249
25 H -0.675 2.916 -1.833
26 S -1.833 -0.761 -0.030
27 H -4.986 -1.751 -1.700
28 H 3.166 1.323 -2.039
29 C 3.191 -2.691 0.029
30 H -4.651 -3.389 0.118
31 C 3.212 1.468 0.118
32 H 3.596 0.872 0.950
33 H -5.776 -2.140 0.653
34 H 3.643 2.471 0.157
35 H -4.554 -0.423 -0.615
36 C -4.368 -1.474 -0.842
37 H -2.441 1.087 -2.007
38 H -2.939 2.480 -1.031
39 C -0.373 2.689 0.292
40 O -0.503 -0.739 -0.598
41 H -0.154 1.300 -1.356
42 H 4.672 0.769 -1.283
43 H -0.782 3.698 0.408
44 C -0.795 2.136 -1.080
45 H -2.667 -1.211 -2.182
46 H 1.991 -0.707 -1.163
47 C 1.156 2.809 0.308
48 H 1.240 0.774 0.165
49 H -0.717 2.375 2.398
50 C -2.240 1.639 -1.087
51 N -2.538 0.768 0.033
52 H -2.583 -2.670 -1.179


Entry 2:
Below is a cluster of 5 separate species, C15H30N5O6 in total, with properties calculated with ωB97M-V/def2-TZVPD.

Output
Charge: -1
Gap between HOMO and LUMO, eV: 4.055
HOMO, Ha: -0.083
DFT total energy, eV: -35778.227

Geometry (Å):
1 H -5.451 -1.986 -4.617
2 N 5.263 -0.976 2.750
3 C -8.035 1.554 -1.895
4 N -5.329 0.478 -5.186
5 O -0.702 -1.689 0.265
6 H -0.482 2.419 1.198
7 H 10.017 0.084 5.453
8 C 3.338 -2.392 3.097
9 H 1.906 2.382 -1.749
10 O -4.275 0.741 -3.217
11 H 4.797 -0.606 1.930
12 H -8.679 2.427 -1.790
13 H 2.632 -2.206 3.905
14 H -1.963 0.431 -1.696
15 C 8.923 -1.729 4.904
16 H 6.183 -0.637 2.978
17 H 4.468 -0.694 -1.046
18 O 5.261 -2.369 4.529
19 H 10.810 -1.450 5.859
20 H -9.829 0.458 -4.516
21 C -2.215 -0.277 -0.909
22 H 2.987 -1.894 2.194
23 O 8.958 -2.885 4.529
24 H -5.785 -0.114 -5.853
25 C 4.703 -1.918 3.529
26 H -5.499 -1.649 -2.882
27 O -7.833 -0.365 -3.294
28 H -5.252 1.463 -5.369
29 H -0.268 1.665 -1.760
30 C 10.200 -0.937 5.117
31 C -4.810 0.001 -4.019
32 C 2.935 0.819 -0.269
33 H 3.384 -3.466 2.920
34 C -1.083 -0.564 0.056
35 N -9.534 1.041 -3.752
36 H -2.483 -1.224 -1.377
37 H 10.753 -0.907 4.179
38 C -0.794 1.808 0.348
39 H -8.057 0.982 -0.970
40 H 1.628 3.588 -0.494
41 O -0.575 0.454 0.766
42 H -1.874 1.960 0.226
43 C 3.710 -0.037 -0.694
44 H -3.939 -1.908 -3.687
45 N 7.771 -1.060 5.159
46 H -0.515 3.275 -1.113
47 C -0.061 2.297 -0.891
48 H 6.861 -1.513 5.040
49 C 1.464 2.527 -0.749
50 H -7.010 1.881 -2.069
51 H 7.795 -0.109 5.476
52 C -8.445 0.650 -3.032
53 C -4.937 -1.485 -3.797
54 H -3.097 0.104 -0.388
55 N 2.106 1.679 0.220
56 H -10.045 1.878 -3.547


Entry 3:
Below is a cluster of 5 separate species, C15H30O15 in total, with properties calculated with ωB97M-V/def2-TZVPD.

Output
Charge: 0
Gap between HOMO and LUMO, eV: 10.905
HOMO, Ha: -0.381
ΔE to the lowest compared entry with this formula, charge and spin, kcal per mole: 54.0
SMILES string: COC(=O)OC.COC(=O)OC.COC(=O)OC.COC(=O)OC.COC(=O)OC
DFT total energy, eV: -46751.880

Geometry (Å):
1 O 8.958 -10.677 -21.453
2 H 5.706 -0.631 -30.187
3 H 4.710 -2.563 -34.429
4 H 3.252 -3.634 -34.322
5 H 10.500 -11.506 -20.374
6 C 5.309 -4.670 -28.947
7 H 5.550 -10.016 -23.176
8 H 4.194 -5.217 -23.378
9 C 1.822 -5.714 -24.445
10 O 6.949 -11.647 -22.048
11 H 7.670 -6.971 -25.702
12 C 4.215 -3.368 -33.885
13 O 1.168 -4.169 -26.892
14 H 1.133 -1.355 -27.847
15 H 4.506 -4.396 -24.876
16 C 2.295 -6.221 -28.283
17 O 3.833 -2.871 -32.609
18 H -0.645 -7.644 -25.072
19 O 0.999 -6.496 -25.108
20 H 5.004 -4.593 -29.991
21 H 5.655 -8.423 -22.529
22 H -0.554 -2.024 -27.958
23 H 1.466 -6.581 -27.673
24 C -0.358 -6.651 -24.725
25 C 7.666 -10.651 -21.977
26 H 2.459 -6.967 -29.061
27 H 7.578 -8.459 -26.504
28 O 5.986 -2.197 -32.069
29 H 8.895 -12.158 -20.057
30 O 5.527 -6.842 -27.088
31 O 7.708 -6.753 -27.702
32 C 8.074 -7.490 -26.571
33 H 4.976 -4.149 -33.891
34 C 0.406 -1.891 -28.457
35 H 9.145 -7.561 -26.384
36 H 6.446 -8.833 -24.102
37 O 7.455 -9.458 -22.426
38 H 4.281 -0.573 -29.150
39 C 1.291 -4.112 -28.120
40 O 4.115 -1.852 -30.728
41 O 1.579 -5.010 -23.474
42 C 6.226 -9.165 -23.087
43 H -0.544 -6.472 -23.666
44 C 9.555 -11.786 -20.840
45 O 3.037 -5.934 -25.010
46 H 3.123 -6.177 -27.576
47 O 1.013 -3.125 -28.840
48 H 5.042 -6.110 -24.659
49 H 5.646 -3.706 -28.565
50 O 1.956 -4.989 -28.880
51 C 4.266 -5.373 -24.455
52 H 5.410 -1.991 -29.126
53 H 9.687 -12.694 -21.428
54 H 4.512 -4.846 -28.224
55 H -0.892 -5.797 -25.142
56 C 4.918 -1.235 -29.737
57 O 6.360 -5.647 -28.877
58 H 0.300 -1.361 -29.404
59 C 4.755 -2.310 -31.800
60 C 6.395 -6.527 -27.892


Entry 4:
Below is a structure of composition C15H30O4SV, with properties calculated with ωB97M-V/def2-TZVPD.

Output
Charge: +3
Gap between HOMO and LUMO, eV: 1.281
HOMO, Ha: -0.584
DFT total energy, eV: -60716.381

Geometry (Å):
1 H 9.546 -2.899 0.043
2 H -2.869 0.589 1.863
3 C -5.133 -0.930 1.337
4 H -7.239 -1.026 -2.133
5 C 0.113 2.270 -0.492
6 H -7.108 -1.021 2.266
7 C -0.806 1.536 0.515
8 C 9.177 -0.819 0.672
9 H -7.692 -2.683 0.859
10 H 9.332 -0.409 1.673
11 H -0.505 2.647 -1.308
12 H -1.058 2.266 1.285
13 H -2.508 -0.830 0.875
14 C -2.112 1.050 -0.116
15 H 6.633 0.247 -1.238
16 H -4.887 1.050 0.586
17 V 2.444 -0.320 -1.789
18 S 7.451 -1.276 0.476
19 H 2.815 2.613 -0.134
20 O 5.419 0.458 0.478
21 H -4.514 -0.210 -0.596
22 H -4.844 -1.956 1.099
23 H 1.244 1.601 -2.213
24 O -8.353 -1.291 -0.388
25 H 0.835 0.299 -1.036
26 H 9.447 -0.048 -0.051
27 C 1.207 1.385 -1.123
28 H 10.463 -2.403 1.444
29 C -7.292 -1.867 0.241
30 O 4.336 -0.775 -1.051
31 H -9.028 -1.110 -2.286
32 C 10.078 -2.058 0.486
33 H -2.700 1.934 -0.373
34 O 3.162 0.548 0.281
35 C -8.190 -0.750 -1.680
36 H -6.997 0.190 0.983
37 H 7.334 1.093 0.159
38 C 2.683 1.636 -0.594
39 H -0.257 0.727 1.006
40 H 3.377 1.622 -1.472
41 C 6.721 0.250 -0.152
42 C -2.925 0.182 0.852
43 H -6.536 -2.260 -0.440
44 H 0.583 3.139 -0.034
45 C -4.404 0.079 0.454
46 H -1.934 0.488 -1.040
47 C -6.669 -0.800 1.297
48 H -8.265 0.344 -1.602
49 C 4.377 0.071 -0.137
50 H 10.929 -1.812 -0.143
51 H -4.880 -0.760 2.393


Entry 5:
Below is a structure of composition C15H31BCrF4P2, with properties calculated with ωB97M-V/def2-TZVPD.

Output
Charge: 0
Gap between HOMO and LUMO (alpha / beta), eV: 5.962 / 6.734
HOMO (alpha / beta), Ha: -0.246 / -0.278
ΔE to the lowest compared entry with this formula, charge and spin, kcal per mole: 75.4
2S+1: 5
DFT total energy, eV: -74603.378

Geometry (Å):
1 F -0.364 2.908 1.508
2 C -3.884 -0.868 -0.761
3 H -3.704 0.002 -1.419
4 H -2.151 -2.082 1.794
5 H 2.328 0.773 -2.223
6 C -2.263 -1.015 2.050
7 C 2.435 3.519 0.093
8 H 0.465 -2.714 1.399
9 C -3.651 -0.474 1.766
10 H 2.856 -0.047 -0.677
11 C 1.986 0.178 -1.367
12 H -0.013 3.068 -1.515
13 Cr 2.918 1.472 0.374
14 C 1.472 -1.132 -1.991
15 H -5.248 0.162 0.567
16 C -4.277 -0.349 0.594
17 H -4.762 -1.353 -1.205
18 H 1.900 -3.136 0.467
19 H -2.024 0.855 -0.390
20 H -1.315 -0.772 -2.057
21 B 0.308 2.688 2.760
22 H 2.283 -1.842 -2.195
23 C -1.317 0.064 -0.119
24 H 1.756 -1.486 1.126
25 P 0.645 1.051 -0.414
26 H -1.066 0.768 1.860
27 C -1.381 -1.150 -1.024
28 H 0.850 -4.206 -1.309
29 H 5.449 0.325 0.742
30 H -0.222 -0.708 1.552
31 C -2.707 -1.884 -0.857
32 C 0.006 2.035 -1.860
33 F 0.606 3.888 3.375
34 H 2.941 3.842 -0.848
35 H -2.098 -0.950 3.140
36 H 0.680 1.985 -2.722
37 H 1.344 3.733 0.051
38 H -4.161 -0.080 2.658
39 P 0.349 -1.901 -0.843
40 C 1.197 -2.320 0.684
41 H 2.859 4.078 0.954
42 C -0.031 -3.570 -1.460
43 F -0.521 1.845 3.548
44 C 5.039 1.282 0.317
45 C -1.172 -0.192 1.350
46 H 5.486 1.411 -0.684
47 H -0.874 -3.964 -0.876
48 H -2.863 -2.520 -1.739
49 H -0.306 -3.567 -2.533
50 H 0.957 -0.921 -2.947
51 F 1.550 1.944 2.502
52 H -1.009 1.726 -2.163
53 H 5.395 2.134 0.941
54 H -2.674 -2.530 0.026


Entry 6:
Below is a structure of composition C15H31BrEuP2, with properties calculated with ωB97M-V/def2-TZVPD.

Output
Charge: 0
Gap between HOMO and LUMO (alpha / beta), eV: 4.282 / 4.326
HOMO (alpha / beta), Ha: -0.189 / -0.190
ΔE to the lowest compared entry with this formula, charge and spin, kcal per mole: 28.8
2S+1: 8
DFT total energy, eV: -123998.346

Geometry (Å):
1 H -0.556 1.009 0.584
2 C 2.455 -0.227 1.807
3 H 1.083 -1.508 2.853
4 H 0.864 3.869 0.034
5 Br -5.487 -0.079 0.559
6 H -1.819 -0.759 1.103
7 C 1.994 -2.658 1.288
8 H -2.173 2.333 2.857
9 H -3.984 2.662 2.506
10 C 1.093 -2.327 0.133
11 C -3.128 -0.337 -1.868
12 C -3.105 1.982 2.389
13 C 3.398 1.582 -0.411
14 H 3.783 2.137 0.450
15 H 3.811 0.567 -0.387
16 P 1.588 1.576 -0.352
17 H 3.017 -2.900 0.952
18 C 1.441 0.696 1.365
19 C -1.213 -2.201 -2.600
20 H 3.515 0.026 1.749
21 H 2.786 -1.799 3.158
22 C -0.113 0.399 1.400
23 H -0.421 0.333 -3.214
24 H -3.391 0.966 2.692
25 H -1.498 -1.855 -3.605
26 H -0.752 1.466 -1.922
27 H -3.352 -0.758 -2.854
28 C -0.747 -0.995 1.339
29 H 3.690 2.083 -1.339
30 P -1.470 -0.776 -1.431
31 H 1.583 1.621 1.962
32 H 0.143 3.210 -1.477
33 H 1.410 -2.633 -0.862
34 H 1.571 -3.532 1.841
35 C -0.214 -2.057 0.381
36 H -3.279 0.753 -2.082
37 C 1.125 0.373 -1.665
38 H -0.168 -2.564 -2.606
39 C 2.064 -1.508 2.367
40 Eu -3.305 1.564 -0.041
41 H 1.778 0.640 -2.519
42 H -1.865 -3.046 -2.314
43 H 1.386 -0.639 -1.296
44 H -3.825 -0.757 -1.103
45 H 1.855 3.677 -1.443
46 H -0.519 0.919 2.279
47 H -0.748 -1.445 2.342
48 C -0.338 0.465 -2.125
49 C 1.043 3.230 -0.844
50 H -1.008 -2.777 -0.028


Entry 7:
Below is a structure of composition C15H31BrP2Ru, with properties calculated with ωB97M-V/def2-TZVPD.

Output
Charge: +2
Gap between HOMO and LUMO (alpha / beta), eV: 7.730 / 6.109
HOMO (alpha / beta), Ha: -0.518 / -0.528
ΔE to the lowest compared entry with this formula, charge and spin, kcal per mole: 0.0
2S+1: 5
DFT total energy, eV: -107239.568

Geometry (Å):
1 C 1.538 3.215 -1.496
2 P -0.252 -1.916 -1.042
3 H 0.219 3.134 0.903
4 C -0.459 -0.504 -2.441
5 H -1.152 3.580 -2.355
6 H -2.459 -2.501 -1.957
7 H 1.653 -1.747 2.029
8 H 2.649 -0.478 0.359
9 C -1.346 2.955 -1.484
10 H 1.133 -1.124 4.892
11 C 1.602 -0.125 0.562
12 H -1.102 0.122 -0.480
13 H 1.099 -0.182 -0.434
14 H -1.562 -3.892 -1.182
15 H -2.053 -1.071 2.234
16 H -2.646 0.579 0.215
17 H 1.476 0.558 -2.388
18 H -0.286 -2.883 1.437
19 C 1.540 1.340 1.109
20 H 2.100 -1.821 -1.742
21 C 0.388 0.785 -2.363
22 H -1.545 -0.269 -2.495
23 Ru -0.225 -0.117 2.907
24 H 2.469 1.857 0.841
25 C 0.198 -1.433 4.384
26 P 0.182 2.113 -1.089
27 H -2.399 -1.805 0.629
28 H -1.507 1.959 1.832
29 C -1.487 -3.017 -1.841
30 H 0.323 -2.470 4.016
31 C -0.281 -1.903 0.905
32 C -1.666 -1.181 1.180
33 Br -0.225 1.690 4.512
34 H 1.458 1.342 2.236
35 H 2.457 2.623 -1.593
36 C -1.630 0.218 0.505
37 H -0.608 -1.413 5.138
38 H -2.151 2.241 -1.693
39 C 0.915 -1.110 1.498
40 H -1.655 3.609 -0.667
41 H 0.138 1.372 -3.270
42 H -0.183 -0.994 -3.398
43 H 1.299 3.721 -2.436
44 C 0.254 2.050 0.630
45 C 1.324 -2.585 -1.569
46 H 1.635 -3.283 -0.786
47 H -1.116 -3.310 -2.843
48 H 1.161 -3.132 -2.506
49 C -0.877 1.253 1.289
50 H 1.660 3.949 -0.691


Entry 8:
Below is a cluster of 2 separate species, C15H31Cl2NO4 in total, with properties calculated with ωB97M-V/def2-TZVPD.

Output
Charge: 0
Gap between HOMO and LUMO, eV: 10.025
HOMO, Ha: -0.353
SMILES string: COCCCCCCCCN(CCCO)C(=O)O.ClCCCl
DFT total energy, eV: -50778.713

Geometry (Å):
1 C -0.277 -2.626 -3.132
2 H 1.492 -3.648 -2.115
3 H -1.009 -1.218 1.770
4 H 1.201 0.447 -0.878
5 O 0.346 1.235 4.208
6 H -2.730 -6.474 0.001
7 H -2.532 -2.212 0.310
8 C 2.595 2.042 -0.032
9 C -2.362 -5.423 -0.237
10 C -1.476 -0.185 1.658
11 C -2.795 -1.336 -0.394
12 H 2.413 3.073 0.429
13 H -2.787 -2.619 -2.298
14 H 2.199 5.524 -0.159
15 C 0.902 0.505 1.402
16 H 3.560 0.416 0.693
17 H 1.120 1.848 4.149
18 Cl 2.865 5.104 2.636
19 C -0.402 -4.315 -1.032
20 H 0.385 1.987 -0.245
21 C 2.670 6.423 0.242
22 H -2.023 -4.922 0.730
23 O 3.700 1.380 0.622
24 H -0.674 -0.410 -2.745
25 H -0.203 -1.322 -1.237
26 H -2.246 -0.087 2.510
27 C 0.389 -3.845 -2.335
28 C -0.805 -1.426 -2.216
29 H 0.378 -4.745 -3.058
30 H 1.351 6.738 1.906
31 H 1.720 0.798 2.138
32 C -2.214 0.026 0.225
33 C 1.219 1.224 -0.030
34 H 2.885 2.188 -1.137
35 Cl 4.409 6.352 -0.139
36 N -0.474 0.939 1.791
37 H -3.946 -1.257 -0.355
38 H -1.061 -3.018 -3.878
39 O -1.345 -5.399 -1.282
40 H 2.265 7.286 -0.290
41 H -0.922 -3.484 -0.454
42 O -1.411 2.423 3.314
43 H 0.387 -4.756 -0.309
44 H -2.925 -0.788 -2.549
45 C 2.415 6.570 1.728
46 H -3.108 0.716 0.451
47 H 2.967 7.411 2.150
48 H -1.463 0.551 -0.459
49 H 0.985 -0.619 1.204
50 H 0.558 -2.183 -3.796
51 C -0.525 1.554 3.119
52 C -2.401 -1.600 -1.921
53 H -3.260 -4.844 -0.674